[1]
The following is a quantum chemistry calculation of a structure of composition C29H26AsIrN2O5S2, from the OMol25 dataset.

Geometry as XYZ:
```
66
Properties=species:S:1:pos:R:3:forces:R:3:mulliken_charge:R:1
Ir 0.2489 0.2275 0.0515 -0.5 -0.1 0.0 2.9241
N 1.8844 1.5679 1.0113 0.1 0.1 -0.4 -0.4329
C 1.9285 2.7919 0.5075 0.0 0.0 0.2 0.1145
C 3.0101 3.6880 0.6942 0.0 0.0 0.0 -0.6479
C 3.0564 4.9065 0.0295 -0.1 0.0 -0.1 -0.8568
C 2.0376 5.2849 -0.8240 0.0 0.0 0.0 -0.7383
C 0.8954 4.4552 -0.9985 0.0 0.1 0.0 0.6704
C -0.1857 4.7908 -1.8390 0.0 0.0 0.0 -0.7462
C -1.2693 3.9577 -1.9088 0.0 0.0 0.0 -1.1167
C -1.2801 2.7917 -1.1311 -0.1 0.0 0.0 0.0269
N -0.2643 2.4448 -0.3642 0.1 0.0 -0.2 0.2122
C 0.8173 3.2386 -0.3091 0.0 0.0 0.0 0.5882
H 2.5128 -0.7503 0.9924 0.1 0.0 -0.1 0.3233
H 2.6943 1.4104 1.6105 -0.1 -0.2 0.0 0.1021
H 3.8286 3.3875 1.3373 0.0 0.0 0.0 0.4234
H 3.9110 5.5549 0.1698 0.0 0.0 0.0 0.3943
H 2.0932 6.2226 -1.3642 0.0 0.0 0.0 0.4196
H -0.1428 5.7044 -2.4202 0.0 0.0 0.0 0.4235
H -2.1139 4.1832 -2.5449 0.0 0.0 0.0 0.4586
H -2.1360 2.1246 -1.1289 0.1 0.0 -0.1 0.1367
S -1.7769 -0.9775 -0.8333 0.2 0.2 0.1 -0.4825
C -3.0780 -0.0478 -0.1086 0.0 -0.1 -0.1 0.2863
C -4.2696 0.1529 -0.8249 0.0 0.0 0.0 -0.4508
C -5.3274 0.8574 -0.2741 0.1 -0.1 -0.1 -0.6440
C -5.2311 1.3875 1.0088 0.0 0.0 0.0 -0.6964
C -4.0635 1.2031 1.7299 0.1 0.0 0.0 -0.3724
C -2.9949 0.4929 1.1849 0.0 0.1 0.0 0.0072
As -1.3342 0.1909 2.1320 -0.3 0.0 0.3 0.3023
C -1.6703 -1.4885 3.0344 0.0 0.0 0.0 0.3370
C -2.8386 -2.2074 2.8189 0.0 0.0 0.0 -0.4144
C -3.0305 -3.4235 3.4626 0.0 0.0 0.0 -0.6863
C -2.0554 -3.9259 4.3128 0.0 0.0 0.0 -0.5511
C -0.8824 -3.2120 4.5223 0.0 0.0 0.0 -0.7250
C -0.6916 -1.9964 3.8831 0.0 0.0 0.0 -0.3856
C -1.5549 1.4819 3.5854 0.1 0.1 -0.1 -0.3155
C -1.4764 2.8321 3.2433 0.1 0.0 0.0 0.2326
C -1.6547 3.8159 4.2039 0.0 0.0 0.0 -0.7955
C -1.8996 3.4576 5.5240 0.0 0.0 0.0 -0.4438
C -1.9595 2.1167 5.8740 0.0 0.0 0.0 -0.7697
C -1.7865 1.1293 4.9093 0.0 0.1 0.0 -0.3028
H -4.3385 -0.2537 -1.8269 0.0 0.0 0.0 0.4376
H -6.2352 0.9969 -0.8502 0.0 0.0 0.0 0.3562
H -6.0565 1.9384 1.4432 0.0 0.0 0.0 0.3865
H -3.9865 1.6136 2.7283 0.0 0.0 0.0 0.4270
H -3.5926 -1.8237 2.1443 0.0 0.0 0.0 0.3275
H -3.9459 -3.9782 3.2967 0.0 0.0 0.0 0.3963
H -2.2009 -4.8807 4.8033 0.0 0.0 0.0 0.3717
H -0.1073 -3.6097 5.1656 0.0 0.0 0.0 0.4226
H 0.2311 -1.4468 4.0402 0.0 0.0 0.0 0.4716
H -1.2863 3.1100 2.2110 0.0 0.0 0.0 0.2938
H -1.6046 4.8620 3.9256 0.0 0.0 0.0 0.4217
H -2.0479 4.2225 6.2763 0.0 0.0 0.0 0.3708
H -2.1486 1.8326 6.9019 0.0 0.0 0.0 0.4058
H -1.8488 0.0873 5.1909 0.0 -0.1 0.0 0.3865
O 0.5465 0.6579 -2.3244 0.4 0.0 -0.1 -0.5497
C 1.6170 0.0205 -2.3216 -0.2 0.1 0.1 -0.1013
O 2.1067 -0.5026 -1.2765 -0.1 0.0 0.1 -0.5642
H 2.1684 -0.0977 -3.2660 0.1 -0.1 0.0 0.3912
C 2.7674 -3.4274 -0.1362 0.0 0.0 -0.1 -0.9504
S 1.9580 -2.7403 1.2654 -0.3 0.1 -0.1 1.1750
O 2.8500 -1.4624 1.5735 0.0 0.1 0.0 -0.6223
O 2.0998 -3.6325 2.3667 0.1 0.1 0.1 -0.6067
O 0.6527 -2.2513 0.8898 0.3 -0.3 0.1 -0.4354
H 3.8384 -3.3781 0.0513 0.0 -0.1 0.0 0.3678
H 2.4894 -2.8387 -1.0086 0.1 0.0 0.1 0.2335
H 2.4342 -4.4610 -0.2097 0.0 0.0 -0.1 0.3778
```
Positions in Å, forces in eV/Å.

- Largest force on an atom: 0.52 eV/A
- 2S+1: 5
- DFT total energy: -4742.821567 Ha
- HOMO energy (spin up / spin down): -5.943 / -6.853 eV
- HOMO-LUMO gap (spin up / spin down): 5.404 / 4.448 eV



[2]
The following is a quantum chemistry calculation of a cluster of 2 separate species, C5H4NO4 in total, from the OMol25 dataset.

Geometry as XYZ:
```
14
Properties=species:S:1:pos:R:3:forces:R:3:mulliken_charge:R:1
C 0.6465 0.5505 -0.5218 1.5 -0.8 2.2 -0.3499
C 2.8242 1.2784 -0.5212 1.6 1.0 -0.2 -0.0666
C -2.8877 -0.0283 -0.0033 2.2 -0.3 1.0 0.0003
C 1.3144 -0.6516 -0.1446 -0.5 -2.5 -1.8 0.5522
C -0.6027 0.8329 -0.2574 -1.5 1.2 -1.9 -0.2197
N -1.5428 -0.2316 -0.1383 -1.8 1.2 0.4 -0.0259
O 1.7198 -1.5682 -0.8922 -0.2 1.1 -0.9 -0.7421
O -3.3689 1.0679 0.1383 -1.1 0.9 -0.4 -0.5836
O 1.6789 -0.9025 1.1453 -1.3 1.8 1.6 -0.4786
O 3.3581 1.0598 0.4761 -0.4 0.1 -0.3 -0.2211
H -3.4494 -0.9508 0.1059 -0.4 -0.5 -0.2 0.3546
H -1.1295 1.8100 -0.5059 0.8 -1.3 0.6 0.2288
H -1.1499 -1.1121 0.0443 0.3 -1.4 -0.1 0.2250
H 2.5892 -1.1542 1.0748 0.8 -0.6 0.0 0.3267
```
Positions in Å, forces in eV/Å.

- Largest force on an atom: 3.14 eV/A
- Charge: -1
- DFT total energy: -548.615508 Ha
- HOMO energy: -3.397 eV
- HOMO-LUMO gap: 7.064 eV



[3]
The following is a quantum chemistry calculation of a cluster of 2 separate species, C3H4O2S in total, from the OMol25 dataset.

Geometry as XYZ:
```
10
Properties=species:S:1:pos:R:3:forces:R:3:mulliken_charge:R:1
C 1.0181 -0.2540 1.3592 0.3 0.2 0.5 -0.4282
C 0.5669 -1.0994 0.4853 -1.9 1.6 -3.9 -0.1324
C -0.3015 -0.3196 -1.2944 1.7 -0.3 4.5 -0.4234
O -1.7416 1.7593 -1.9724 0.6 0.4 0.4 -0.4890
O -1.7980 1.0414 0.4018 0.4 0.4 0.0 -0.4492
S -1.1478 1.0360 -0.8766 -1.0 -2.0 -1.1 0.8120
H 1.4550 -0.6105 2.2840 0.0 -0.1 0.1 0.2445
H 0.9865 0.8145 1.2390 -0.1 0.1 -0.1 0.1948
H 0.5027 -2.1612 0.4198 0.0 -0.4 0.1 0.3378
H 0.4598 -0.2065 -2.0457 -0.1 0.0 -0.5 0.3331
```
Positions in Å, forces in eV/Å.

- Largest force on an atom: 4.81 eV/A
- DFT total energy: -665.177129 Ha
- HOMO energy (spin up / spin down): -9.885 / -9.885 eV
- HOMO-LUMO gap (spin up / spin down): 8.872 / 8.873 eV



Q: What is the DFT total energy in the second record?
A: -548.615508 Ha



Q: Number 2 is which compound?
A: C5H4NO4



Q: DFT total energy of number 3 (C3H4O2S)?
A: -665.177129 Ha